No. 1
Computed, not measured: C4H16BrN6O4V as an isolated structure at a distorted geometry, with wB97M-V/def2-TZVPD.

Summary:
**Net charge**: +1
**Multiplicity**: 4
**Orbital gap (alpha / beta)**: 7.891 / 7.940 eV
**Energy above the lowest of the compared OMol25 structures with the same formula, charge and spin**: 0.0 kcal/mol
**HOMO level (alpha / beta)**: -11.95 / -11.96 eV
**M**: 343.058 g mol⁻¹
**<S²>**: 3.76

Atoms and positions in Å:
Br1 -8.210 14.465 -5.608
V1 -6.740 12.330 -6.206
O1 -5.088 13.661 -6.468
O2 -9.507 17.127 -3.891
O3 -8.893 11.494 -2.705
O4 -7.310 12.495 -8.294
N1 -8.252 12.324 -10.350
N2 -9.260 13.478 -8.905
N3 -9.560 13.647 -2.413
N4 -5.567 15.598 -7.504
N5 -9.465 12.343 -0.750
N6 -3.512 15.011 -7.358
C1 -4.741 14.703 -7.032
C2 -9.551 16.885 -2.523
C3 -9.222 12.428 -1.982
C4 -8.146 12.757 -9.102
H1 -10.588 16.914 -2.188
H2 -7.508 11.809 -10.801
H3 -9.481 13.844 -3.400
H4 -2.737 14.364 -7.367
H5 -9.049 17.761 -2.110
H6 -9.293 13.962 -8.019
H7 -9.370 11.438 -0.311
H8 -9.835 14.280 -1.675
H9 -9.997 13.608 -9.583
H10 -9.821 13.086 -0.167
H11 -9.376 16.317 -4.388
H12 -9.114 12.533 -10.832
H13 -6.548 15.423 -7.338
H14 -5.191 16.504 -7.744
H15 -9.100 15.993 -2.089
H16 -3.475 15.899 -7.839

=====

No. 2
Computed, not measured: C4H16CdN10O10 as an isolated structure at a distorted geometry, with wB97M-V/def2-TZVPD.

Summary:
**Orbital gap**: 8.699 eV
**Energy above the lowest of the compared OMol25 structures with the same formula, charge and spin**: 34.2 kcal/mol
**HOMO level**: -8.32 eV
**M**: 476.644 g mol⁻¹

Atoms and positions in Å:
Cd1 0.008 -0.211 0.336
O1 -2.951 -2.710 -0.113
O2 1.973 3.301 -1.007
O3 0.741 2.058 -2.254
O4 1.321 1.365 -0.274
O5 1.668 -1.447 0.612
O6 -2.874 -2.720 2.062
O7 -1.265 -1.856 0.948
O8 -1.597 0.940 -0.131
O9 0.060 -0.969 -1.660
O10 0.067 0.707 2.207
N1 -2.242 2.646 -1.465
N2 -1.685 -2.084 -2.672
N3 -2.381 -2.470 0.958
N4 0.119 -1.483 -3.851
N5 1.372 2.252 -1.190
N6 -3.607 1.866 0.226
N7 1.781 1.893 3.066
N8 -0.297 2.108 3.957
N9 3.906 -1.252 0.694
N10 3.055 -3.184 -0.063
C1 0.471 1.564 2.994
C2 2.772 -1.947 0.424
C3 -0.499 -1.459 -2.638
C4 -2.422 1.805 -0.415
H1 4.768 -1.739 0.853
H2 3.873 -0.270 0.900
H3 -4.354 2.473 -0.057
H4 -1.950 -2.516 -3.532
H5 4.007 -3.483 -0.111
H6 -2.124 -2.301 -1.778
H7 1.995 2.504 3.832
H8 -0.319 -1.785 -4.697
H9 1.099 -1.254 -3.854
H10 -1.348 2.529 -1.931
H11 2.255 -3.727 -0.339
H12 2.481 1.560 2.432
H13 -1.263 1.835 3.981
H14 0.065 2.949 4.368
H15 -3.700 1.333 1.073
H16 -2.978 3.177 -1.890

=====

No. 3
Computed, not measured: C4H16InN8O4 as an isolated structure at a distorted geometry, with wB97M-V/def2-TZVPD.

Summary:
**Net charge**: +3
**Orbital gap**: 2.880 eV
**Energy above the lowest of the compared OMol25 structures with the same formula, charge and spin**: 38.6 kcal/mol
**HOMO level**: -18.86 eV
**M**: 355.042 g mol⁻¹

Atoms and positions in Å:
In1 -0.362 -0.919 0.836
O1 -2.253 0.079 -1.089
O2 1.948 -2.277 -0.300
O3 2.115 0.457 1.221
O4 -2.416 0.441 2.148
N1 2.745 -4.086 -1.466
N2 -2.507 -0.104 -3.390
N3 4.170 -2.534 -0.668
N4 4.353 0.507 1.237
N5 -4.624 0.940 2.195
N6 -3.867 1.213 -2.167
N7 -3.145 2.435 3.034
N8 3.205 2.232 0.237
C1 -2.778 0.441 -2.166
C2 -3.354 1.241 2.411
C3 2.883 -2.924 -0.821
C4 3.165 1.027 0.856
H1 -4.793 -0.001 1.864
H2 3.513 -4.679 -1.731
H3 4.950 -2.879 -1.210
H4 4.395 -1.735 -0.096
H5 -3.817 3.183 3.023
H6 4.108 2.509 -0.109
H7 1.788 -4.410 -1.432
H8 5.085 1.166 1.470
H9 -5.445 1.499 2.353
H10 -4.148 1.461 -1.228
H11 2.345 2.752 0.226
H12 -2.186 2.500 3.347
H13 4.225 -0.248 1.903
H14 -3.155 -0.007 -4.152
H15 -4.367 1.518 -2.985
H16 -1.777 -0.799 -3.353

=====

No. 4
Computed, not measured: a 4-piece molecular cluster, C4H16N2O2 overall at a distorted geometry, with wB97M-V/def2-TZVPD.

Summary:
**Orbital gap**: 4.741 eV
**Energy above the lowest of the compared OMol25 structures with the same formula, charge and spin**: 200.8 kcal/mol
**HOMO level**: -8.92 eV
**M**: 124.184 g mol⁻¹

Atoms and positions in Å:
O1 -0.515 -0.423 2.321
O2 0.733 1.252 -2.261
N1 -0.615 -0.338 -0.833
N2 0.039 2.385 0.011
C1 0.863 -2.106 0.210
C2 0.688 1.908 1.189
C3 -1.897 -0.644 -0.189
C4 0.321 -1.430 -1.079
H1 0.034 -2.154 0.912
H2 1.201 -0.909 -1.480
H3 0.866 1.583 -3.154
H4 -0.162 0.457 -1.472
H5 0.022 1.234 1.752
H6 1.044 2.734 1.814
H7 -2.537 -1.268 -0.824
H8 1.524 1.222 1.005
H9 1.496 -2.998 0.141
H10 0.002 -0.463 3.142
H11 -0.043 -2.037 -1.925
H12 1.517 -1.393 0.717
H13 -0.942 2.120 0.060
H14 -2.453 0.290 -0.088
H15 0.479 1.936 -0.815
H16 -1.667 -0.957 0.846